Entry 1:
Computed, not measured: 7 unconnected molecules or ions with the total composition C4H20NO8 at a distorted geometry, with ωB97M-V/def2-TZVPD.

Positions of all 33 atoms, in Å:
O1 0.24621 -1.26889 -1.26568
C1 0.56193 -0.60895 -0.24484
O2 -0.27027 -0.12762 0.57037
C2 2.08627 -0.25370 -0.18469
C3 2.29283 0.87570 0.83400
C4 2.39152 0.31387 2.27009
N1 2.59754 0.23850 -1.46382
H1 2.69141 -1.11369 0.10033
H2 1.50267 1.62115 0.86088
H3 3.23361 1.37056 0.57589
H4 1.41994 -0.03228 2.59007
H5 3.18882 -0.43193 2.27894
H6 2.72314 1.10157 2.95212
H7 2.23139 1.17340 -1.62176
H8 2.16752 -0.23397 -2.25968
H9 -1.62212 -1.51826 -1.55632
H10 -1.43887 -3.01975 -1.52487
O3 -2.12899 -2.35116 -1.51107
H11 -0.42458 0.55502 -2.45949
H12 -1.17505 0.72441 -1.15658
O4 -1.14209 1.06696 -2.06521
H13 -1.99955 -2.74969 0.46464
H14 -2.48354 -2.24400 1.93612
O5 -2.26542 -2.98481 1.36828
H15 -2.76958 -0.18089 0.52744
H16 -2.13581 -0.23375 1.78362
O6 -3.04965 -0.28548 1.44903
H17 1.37676 3.41061 -1.21867
H18 0.34344 2.54980 -1.79943
O7 0.98899 3.22424 -2.08554
H19 -0.44068 1.15294 1.73824
H20 -1.72876 1.93253 1.99566
O8 -0.81401 1.86457 2.30571

Values from the calculation:
- frontier orbital gap (eV) = 9.38
- total charge = -1
- LUMO level (eV) = 3.28

Entry 2:
Computed, not measured: a molecular structure, C17H40N8OSi2TeTi, with ωB97M-V/def2-TZVPD.

Positions of all 70 atoms, in Å:
Ti1 0.71453 0.05258 -0.50909
N1 3.89700 -2.34334 -1.44963
C1 3.60613 -1.10988 -1.08423
N2 4.53808 -0.18408 -0.94509
O1 2.36348 -0.80996 -0.85756
H1 4.84315 -2.64458 -1.63145
H2 3.16064 -3.02572 -1.53163
H3 5.51483 -0.37645 -1.11307
H4 4.28775 0.74938 -0.66306
C2 1.93261 0.91798 5.04395
Si1 1.09411 0.65918 3.41983
C3 -0.57606 1.48657 3.31846
C4 2.23350 1.30698 2.04328
C5 0.87963 -1.19595 3.08561
Te1 -0.45799 -1.59037 1.47406
C6 0.28935 -3.47022 0.76958
Si2 -1.00582 -4.87705 1.00246
C7 -1.36863 -4.96772 2.82180
C8 -0.21127 -6.41061 0.32752
C9 -2.51497 -4.37306 0.02318
H5 2.13317 1.97804 5.21398
H6 2.88561 0.38735 5.08943
H7 1.31338 0.56556 5.87069
H8 -0.47777 2.55991 3.49862
H9 -1.24807 1.09724 4.08647
H10 -1.07385 1.34790 2.35380
H11 2.16658 2.39144 1.93640
H12 2.10463 0.87687 1.03417
H13 3.26907 1.06628 2.29820
H14 0.44503 -1.71056 3.94378
H15 1.82943 -1.67540 2.84345
H16 1.18381 -3.65529 1.36826
H17 0.58558 -3.34102 -0.27273
H18 -0.46016 -5.10746 3.41186
H19 -2.01439 -5.82502 3.02471
H20 -1.89333 -4.08460 3.19485
H21 0.69654 -6.66968 0.87565
H22 0.04123 -6.31007 -0.73009
H23 -0.89549 -7.25704 0.41781
H24 -2.97321 -3.45700 0.40911
H25 -3.27857 -5.15031 0.09786
H26 -2.29152 -4.24567 -1.03926
N3 -0.27488 -0.31306 -3.41210
C10 -1.28356 -0.75835 -4.16624
C11 -2.20243 -1.36054 -3.32499
C12 -1.65757 -1.24224 -2.05761
N4 -0.47220 -0.60107 -2.10032
H27 0.55437 0.16664 -3.72509
H28 -1.28251 -0.62542 -5.23669
H29 -3.13331 -1.82403 -3.60144
H30 -2.05895 -1.58804 -1.11822
C13 -2.95541 5.08707 -1.65850
C14 -1.64753 5.57853 -2.26885
C15 -1.37294 4.93908 -3.62503
C16 -0.46634 5.41516 -1.31104
N5 -0.17940 3.98515 -1.02216
C17 -0.77032 3.16016 -0.15463
N6 -0.20364 1.97878 -0.29130
N7 0.72040 2.12377 -1.26311
N8 0.74384 3.31611 -1.71127
H31 -3.79214 5.35237 -2.30258
H32 -3.14667 5.53089 -0.67934
H33 -2.97499 3.99526 -1.56576
H34 -1.71638 6.66177 -2.40284
H35 -1.32445 3.84749 -3.54943
H36 -0.44129 5.29630 -4.06498
H37 -2.17963 5.17331 -4.31765
H38 -0.65480 5.88567 -0.34687
H39 0.45752 5.80986 -1.72858
H40 -1.55252 3.43428 0.53466

Values from the calculation:
- expectation value of S² = 0.755
- frontier orbital gap (alpha / beta) (eV) = 7.36 / 7.79
- spin multiplicity = 2
- total charge = +3
- LUMO level (alpha / beta) (eV) = -9.88 / -9.46

Entry 3:
Computed, not measured: a molecular structure, C17H19BCuN6O2 at a distorted geometry, with ωB97M-V/def2-TZVPD.

Positions of all 46 atoms, in Å:
H1 0.91397 3.05169 0.36092
N1 0.51302 1.60457 -1.15190
B1 0.17323 0.33529 -3.33431
N2 0.51917 1.58252 -2.50026
C1 0.87359 2.78905 -2.94895
Cu1 0.16260 -0.01191 -0.09637
H2 0.92532 2.88966 -4.02737
C2 1.08909 3.59560 -1.86000
H3 1.39695 4.64244 -1.88821
C3 0.85784 2.83678 -0.72749
H4 0.23447 0.49595 -4.55605
C4 -0.65833 -1.42303 0.90124
H5 -0.62512 -1.26256 1.99151
H6 0.00762 -2.32437 0.73549
H7 -1.64559 -1.82158 0.62190
N3 -1.21706 -0.04114 -2.81855
N4 1.12312 -0.73846 -2.78769
N5 -1.45606 -0.19653 -1.49186
N6 1.21030 -0.98570 -1.44708
C5 -2.35387 -0.23258 -3.51591
C6 1.99792 -1.52657 -3.44213
H8 -2.28137 -0.13190 -4.58072
H9 2.04215 -1.41962 -4.50669
C7 -3.36363 -0.54063 -2.60281
C8 2.65104 -2.32209 -2.48567
C9 -2.75884 -0.50695 -1.33434
C10 2.12127 -1.93107 -1.23731
H10 -4.38832 -0.77445 -2.82748
H11 3.39197 -3.07056 -2.66232
H12 -3.17049 -0.72192 -0.34069
H13 2.32638 -2.25869 -0.21112
H14 -1.05635 0.05832 0.86895
O1 2.36537 -1.59125 1.86755
C11 2.05752 -0.43029 2.06337
O2 1.70000 0.48022 1.21175
C12 2.23078 0.05418 3.51574
C13 1.83466 1.34643 3.90333
C14 1.97695 1.80412 5.21294
C15 2.47071 0.93431 6.20202
C16 2.81457 -0.38919 5.85984
C17 2.66533 -0.82522 4.53806
H15 1.56497 2.02811 3.10739
H16 1.73128 2.84672 5.45767
H17 2.54516 1.28237 7.24314
H18 3.22667 -1.04642 6.63702
H19 3.02362 -1.81080 4.25477

Values from the calculation:
- expectation value of S² = 0.757
- frontier orbital gap (alpha / beta) (eV) = 8.76 / 7.31
- spin multiplicity = 2
- LUMO level (alpha / beta) (eV) = -0.16 / -1.61

Entry 4:
Computed, not measured: a molecular structure, C11H14AuClN2O6Pt at a distorted geometry, with ωB97M-V/def2-TZVPD.

Positions of all 36 atoms, in Å:
Au1 0.60497 0.37721 -3.14910
Cl1 0.97131 -1.93177 -1.14789
C1 2.44438 1.39664 -3.07542
C2 -0.60459 -0.98820 -4.20470
H1 2.69148 1.86556 -4.03919
H2 2.38447 2.12322 -2.25564
H3 3.14164 0.58445 -2.83910
H4 -0.67540 -0.73749 -5.27604
H5 -1.58824 -1.00316 -3.71809
H6 -0.07733 -1.93564 -4.05127
Pt1 0.22209 -0.14033 0.19285
C3 -1.57533 -0.95230 0.92664
C4 -0.48944 0.95056 -1.27454
H7 -2.41609 -0.44594 0.41303
H8 -1.52603 -2.02696 0.69648
H9 -1.58018 -0.76863 2.01878
H10 -1.56796 0.69769 -1.40694
H11 -0.23909 2.01276 -1.05268
O1 1.37788 -0.98302 2.05853
C5 1.03487 0.11418 2.59684
O2 0.50426 1.10478 1.91552
C6 1.08076 0.37815 4.09149
C7 0.46648 1.56125 4.57154
C8 0.35315 1.73334 5.96677
C9 0.85260 0.76164 6.85690
C10 1.45553 -0.40995 6.36616
C11 1.56936 -0.59329 4.97843
N1 1.93832 -1.39949 7.27758
O3 1.79873 -1.16344 8.50310
O4 2.47695 -2.44090 6.85966
N2 -0.30117 2.90477 6.44088
O5 -0.73238 3.71694 5.59584
O6 -0.42175 3.08860 7.67506
H12 0.07662 2.29250 3.86426
H13 0.77083 0.91128 7.92129
H14 2.02270 -1.50771 4.59139

Values from the calculation:
- expectation value of S² = 12.051
- frontier orbital gap (alpha / beta) (eV) = 2.38 / 3.07
- spin multiplicity = 7
- LUMO level (alpha / beta) (eV) = -2.42 / -6.09